Entry 1:
Formula: C25H37N4O8P2STi
Source: the OMol25 dataset
Level of theory: wB97M-V/def2-TZVPD

Computed properties:
frontier orbital gap = 8.21 eV
HOMO level = -11.344 eV
total charge = +1

Structure (XYZ):
```
78
Properties=species:S:1:pos:R:3:mulliken_charge:R:1
Ti 0.15043 0.91192 -0.56839 0.375
S 2.34528 0.14609 0.09599 -0.382
P 0.12034 3.18095 -2.61151 -0.546
P 0.55658 3.92597 0.27065 0.514
O 1.96404 4.85674 -1.75828 -0.657
O 1.49683 4.93631 1.03192 -0.507
O 1.05809 2.50456 0.36647 -0.347
O -0.86570 4.08515 0.90227 -0.560
O -0.28512 -0.89363 -0.18280 0.209
O 2.57968 2.42538 -3.14645 -0.385
O -0.77690 2.32199 -1.60602 -0.339
O 1.47036 2.21652 -2.27877 0.028
N -2.33304 0.01258 -2.39059 -0.175
N -0.02406 -0.11572 -2.56365 0.899
N 1.27973 -2.32408 0.67689 -0.249
N 3.45191 -2.25585 0.02713 0.241
C 0.05151 -1.90523 0.53540 -0.347
C 1.04414 -1.46123 -4.22453 -1.176
C -1.82298 -4.35170 2.68565 -0.726
C 4.89469 -1.44589 -1.82156 -0.715
C 3.83775 -4.10637 1.62333 -1.120
C -1.34440 -1.40262 -4.08023 -1.018
C -0.77886 -3.68661 2.06696 -0.378
C -3.40847 -2.95873 1.52279 -0.881
C -3.24381 2.74234 3.37264 -1.847
C -0.20820 -1.89052 -4.67299 -0.361
C -2.81310 0.31863 3.88478 -1.407
C -2.36706 -2.28149 0.91024 -0.230
C -1.22797 -0.49049 -3.01999 0.526
C -3.13628 -3.99046 2.41235 -0.441
C -1.04949 -2.64729 1.18006 0.663
C -4.52305 0.95492 2.15556 -1.431
C 0.60535 4.57950 -1.41932 1.239
C -0.30989 5.77900 -1.60421 -1.634
C 1.08147 -0.57975 -3.17676 -0.406
C -3.17355 1.32690 2.78461 2.182
C 4.71925 -1.60398 -0.31964 -1.030
C 2.32487 -1.59646 0.23837 0.574
C -2.13448 1.27724 1.74263 0.445
C -1.29010 1.20488 0.87045 -0.484
C 3.50946 -3.71750 0.19102 -0.661
H 4.14910 -0.76087 -2.22413 -0.012
H -3.58095 0.33646 4.66019 0.420
H -1.61660 -5.15508 3.37988 0.436
H 5.50891 -2.23037 0.09532 0.438
H -4.43329 -2.68462 1.30888 0.412
H -2.32792 -1.69522 -4.42204 0.426
H -0.28636 -2.58874 -5.49580 0.439
H 4.77569 -0.63995 0.18049 0.539
H 2.23143 5.70101 -1.37390 0.372
H 1.55310 4.82636 1.99066 0.384
H -4.00702 2.77851 4.15123 0.463
H 4.79140 -3.68208 1.93966 0.364
H -4.48782 -0.05139 1.73674 0.195
H -2.25666 0.95299 -2.02676 0.134
H -2.75088 -0.69275 3.48076 0.181
H -3.50370 3.47568 2.60733 0.363
H 1.96043 -1.80154 -4.68276 0.490
H -5.30210 0.98314 2.91905 0.436
H -1.34312 5.51157 -1.38017 0.368
H 3.05890 -3.75323 2.29798 0.264
H -0.25379 6.12193 -2.63792 0.454
H 0.24951 -3.95723 2.26281 0.486
H -2.56122 -1.46790 0.22312 0.490
H -3.95063 -4.51695 2.89270 0.414
H 4.27838 -4.07327 -0.49545 0.450
H 2.99592 3.19615 -2.72241 0.300
H -4.79010 1.65383 1.36234 0.373
H 5.88127 -1.03664 -2.03714 0.439
H 2.01829 -0.20712 -2.78661 0.375
H -1.85490 0.56834 4.34109 0.383
H -3.22032 -0.20966 -2.80881 0.288
H -1.30587 3.20265 1.03318 0.091
H -0.02554 6.60224 -0.94442 0.430
H 4.80484 -2.40574 -2.33181 0.301
H 3.90689 -5.19056 1.70704 0.372
H 2.55847 -4.13960 -0.11926 0.431
H -2.28899 3.02770 3.81644 0.358
```


Entry 2:
Formula: C2HNOS
Source: the OMol25 dataset
Level of theory: wB97M-V/def2-TZVPD

Computed properties:
frontier orbital gap = 8.78 eV
HOMO level = -10.472 eV
SMILES = N#COC=S

Structure (XYZ):
```
6
Properties=species:S:1:pos:R:3:nbo_charge:R:1
S -0.10511 -1.71579 1.80009 0.309
O 0.54660 0.65692 0.45557 -0.553
N -0.00180 1.81070 -1.57463 -0.455
C 0.27131 1.27627 -0.59254 0.527
C -0.18197 -0.94817 0.45610 -0.053
H -0.52903 -1.07994 -0.54459 0.225
```


Entry 3:
Formula: C3H3Br2NS
Source: the OMol25 dataset
Level of theory: wB97M-V/def2-TZVPD

Computed properties:
frontier orbital gap = 8.05 eV
HOMO level = -8.524 eV
SMILES = BrC1=CCN(Br)S1

Structure (XYZ):
```
10
Properties=species:S:1:pos:R:3:nbo_charge:R:1
Br -1.15389 -1.31519 2.85170 0.136
Br 1.84429 -1.30915 -1.97890 0.124
S 1.33194 -0.68163 1.12526 0.455
N 1.30514 0.02735 -0.64066 -0.559
C -0.96854 0.22711 0.38831 -0.266
C -0.04997 0.63293 -0.76621 -0.304
C -0.38067 -0.45472 1.36795 -0.301
H 0.31263 1.72968 -0.77987 0.233
H -0.26892 0.59356 -1.86581 0.246
H -1.97200 0.55007 0.29821 0.235
```


Record-wise LUMO energy values, in eV: -3.14, -1.69, -0.47
Record-wise energy above the lowest of the compared OMol25 structures with the same formula, charge and spin values, in kcal/mol: 109.77, 56.54, 36.45